Entry from the OMol25 dataset: 2 unconnected molecules or ions with the total composition C3H10N2S in a non-equilibrium geometry (ωB97M-V with the def2-TZVPD basis set).

Last column: Mulliken charge in e.
Geometry (Å):
H 2.81901 1.26824 0.43541  0.261
H -0.39087 1.09124 2.36873  0.294
H 2.23029 -0.24118 0.16549  0.227
H -2.82541 -0.38246 -1.74415  0.239
S -0.49261 -0.51462 0.55888  -0.232
N 2.62634 0.37170 0.87902  -0.558
H -0.48839 -0.81511 -3.23741  0.273
H 0.22968 1.80119 0.86182  0.346
C 0.24967 0.92722 1.48974  -0.550
C 1.67908 0.62559 1.97022  -0.398
C -1.63898 -0.90653 -3.14699  -0.271
H 1.70728 -0.23273 2.72356  0.248
H -0.38653 -0.88434 -0.71962  0.046
H 1.93438 1.57794 2.50927  0.293
H -2.19122 -1.72863 -3.67702  0.249
N -2.12562 0.04290 -2.37990  -0.468

Computed properties:
Orbital gap = 9.305 eV
Spin multiplicity = 1
M = 106.19 g mol⁻¹
LUMO level = 0.45 eV
ΔE to the lowest compared entry with this formula, charge and spin = 69.3 kcal/mol
Energy = -17085.5993 eV

Entry from the OMol25 dataset: 5 unconnected molecules or ions with the total composition C14H35FN5O7PS in a non-equilibrium geometry (ωB97M-V with the def2-TZVPD basis set).

Last column: Mulliken charge in e.
Geometry (Å):
H -3.61881 0.60407 -2.10412  0.320
H -3.01423 2.67687 0.84031  0.237
C 1.48380 -0.00650 7.16934  -0.837
H 0.67740 -3.98501 0.38661  0.171
O -5.03650 -2.04017 -2.09232  -0.590
H 3.99639 1.39925 -3.00696  0.450
F -3.45980 -1.87374 -4.01126  -0.243
H -5.71554 4.96239 -0.20636  0.366
H 0.96146 -1.53391 -1.80236  0.284
N -2.73646 -1.00243 -1.48144  0.059
O -3.90669 2.72659 -1.35099  -0.680
H -0.25930 -2.76508 -1.62858  0.223
H -0.04788 -4.87449 2.58018  0.284
O -3.12777 -3.55031 -2.18544  -0.565
N 2.39758 -0.16000 6.05285  -0.162
O 2.14760 -0.69244 -4.33913  -0.578
H -3.68306 4.39288 2.49817  0.292
H 4.84266 1.42560 -6.77740  0.286
C -5.80302 3.91849 -0.51113  -1.382
C 2.98654 0.18714 -4.46100  0.742
H 3.16564 -0.80426 6.14918  0.228
C 3.04100 1.37250 -3.53249  -1.271
C 2.36713 0.46566 4.84517  0.839
H 0.28789 -2.23880 -3.25946  0.359
N 1.19635 -3.87849 1.24311  -0.079
H -6.55182 3.41378 0.10084  0.378
H 3.42073 -1.63392 2.34882  0.299
H 1.36994 1.86296 3.59398  0.313
H -1.65827 -0.24148 -4.65905  0.308
H 2.04317 0.33059 8.04410  0.285
H -0.35827 0.77947 -4.03785  0.223
O 2.05244 -2.04998 0.27830  -0.591
H 0.28706 0.95864 4.65947  0.354
C 2.83047 -2.53325 2.48860  -1.341
S -3.59957 -2.17977 -2.41686  1.144
C 1.00437 -4.86400 2.28891  -0.899
C 4.97610 1.05219 -5.76024  -0.869
H 1.27099 -5.85000 1.90318  0.294
H 2.24535 1.28375 -2.79706  0.216
H 1.61317 -4.64611 3.16010  0.348
C 0.03201 -1.90619 -2.24647  -0.797
C 2.00821 -2.78671 1.25198  0.823
H 2.89745 2.29929 -4.09063  0.373
H -4.51624 2.85535 2.80163  0.289
H 1.30733 2.27181 5.31325  0.367
C 1.25757 1.45309 4.59368  -1.339
N -3.90021 3.15778 0.83849  -0.137
H 1.03011 -0.97353 7.39475  0.282
P -1.17151 -0.49027 -2.17177  0.125
H 0.70051 0.71124 6.94996  0.320
H 4.98275 1.89043 -5.07164  0.337
O 3.21852 0.22105 4.00621  -0.645
N 3.90989 0.11718 -5.45542  -0.186
O -3.53331 0.11057 -1.28082  -0.308
H 3.50782 -3.37031 2.66935  0.366
C -1.35690 0.38260 -3.80741  -0.898
C -4.40374 3.67909 2.09425  -0.883
H 3.81184 -0.70108 -6.03430  0.240
H -2.02560 1.24082 -3.64724  0.337
H -6.12522 3.88649 -1.54795  0.294
H 2.17992 -2.38651 3.35184  0.329
C -4.47224 3.22373 -0.38925  0.876
H -5.36132 4.17312 1.96819  0.337
H 5.93411 0.53227 -5.70041  0.283

Computed properties:
Orbital gap = 8.163 eV
Spin multiplicity = 1
M = 467.50 g mol⁻¹
LUMO level = 0.48 eV
Energy = -59708.4993 eV

Entry from the OMol25 dataset: 12 unconnected molecules or ions with the total composition C32H78N10O21 in a non-equilibrium geometry (ωB97M-V with the def2-TZVPD basis set).

Last column: Mulliken charge in e.
Geometry (Å):
H 2.29901 -7.01702 -2.08019  0.560
N 0.71442 1.35097 -6.12392  -0.140
O 1.20727 -4.94146 -3.65841  -0.400
O 2.80240 5.67911 -0.69340  -0.492
O -4.71707 -2.15202 6.91130  -0.673
H 5.31532 0.88199 -0.14118  0.269
H 3.99735 4.32759 1.77620  0.440
O -4.33203 3.19951 -4.38992  -0.529
O -0.47589 6.47595 -2.80492  -0.622
H 2.82214 1.08714 -5.77168  0.300
N 3.88076 2.39967 2.29703  -0.089
H 2.31640 -8.25964 -0.29557  0.406
O 1.85036 4.81048 3.15441  -0.578
O -5.01944 3.18719 -2.33660  -0.537
H 2.09572 -3.16942 -0.40280  0.068
O 3.45843 -2.56276 1.12991  -0.443
H -0.81654 -0.46390 -2.88091  0.207
H 3.79632 -4.52961 0.27259  0.069
C -0.20470 -6.22334 4.60923  -0.848
H 0.71494 -3.81043 4.97293  0.290
C -4.23612 1.16694 -3.24263  -0.321
H 3.40834 -7.08604 0.48263  0.340
N 0.32139 1.82100 -0.48077  3.017
H -1.13205 2.74310 -7.25746  0.447
C -0.64131 -1.01539 -1.98751  0.008
C 3.16376 1.26056 2.15028  0.394
H -3.81915 0.75950 -4.14350  0.229
H 1.01135 1.31337 0.08778  -1.360
C 0.76030 2.53667 -1.62344  -0.600
H 0.36088 -0.67914 -1.60594  0.013
O -1.92579 2.08533 -0.67342  -0.760
H -2.32282 2.20404 -5.93089  0.066
N -4.06086 1.61094 1.07985  0.162
H 1.87246 -7.44581 1.22393  0.209
H -4.30690 0.33319 4.95289  0.505
H -4.97235 1.30887 7.31880  0.290
H -3.63657 0.98816 -2.38917  -0.128
O -0.90229 0.60532 -4.77339  -0.641
C -0.17130 -2.72219 3.32780  -0.455
H 2.00116 0.64004 3.81707  0.256
H -0.42524 -1.86915 3.91420  0.541
H 0.91981 1.91025 -6.90624  0.217
N 3.83845 0.43222 -1.61091  1.075
H -5.63502 0.18232 1.29431  0.313
H 3.58331 -4.45708 2.05853  0.190
H -3.90073 4.05772 2.14362  0.329
C 2.93828 0.39568 3.33282  -0.861
H -3.85776 -1.91298 3.83281  0.096
H 4.60393 -0.79606 0.07612  0.068
O -1.08228 5.42282 -4.55799  -0.597
C -0.94989 1.59758 -0.10066  0.877
H -1.03908 -3.76172 4.94134  0.438
H 0.72730 -6.29614 5.21032  0.311
H -2.45323 5.52363 -1.63233  0.212
H 1.85383 -0.35274 -5.55708  0.301
H 2.31515 4.36956 -2.75778  0.050
N -1.19516 5.66806 -3.35095  1.091
H -3.12302 4.96109 -3.28553  0.387
H -0.29189 -7.16214 4.04058  0.228
H -1.09466 -6.15362 5.18128  0.367
C -3.31928 3.27266 2.67507  -0.185
H 1.90342 6.04844 -3.03452  0.299
C 0.42842 4.64275 1.35904  0.699
C -0.56826 1.28717 -5.74725  0.537
C 1.81575 0.68916 -5.41338  -0.507
H 2.94667 3.35427 0.82115  -0.145
H -5.59713 -2.24442 4.20833  0.279
H 3.74995 0.50429 4.06297  0.487
C 0.29204 -3.98841 -4.08915  -1.082
C 2.70339 5.36293 -2.98640  -0.513
H -5.02063 0.39524 -0.30905  0.266
C 4.92150 0.01678 -0.64220  -0.720
O 3.82066 1.53790 -2.02941  -0.655
H 4.53799 3.16122 0.51672  0.474
H -0.21108 -0.04308 1.02652  -0.082
C -4.53908 -1.53332 5.89097  0.751
H -3.62344 2.25401 0.35979  0.023
O 4.63034 6.04323 -1.83603  -0.551
N 3.45770 5.74012 -1.76837  0.883
H -4.36660 -3.26150 4.96682  0.277
C -0.14472 -3.86528 4.25025  -0.938
C -3.77860 1.88842 2.41684  0.462
C 2.12999 -2.60859 0.57141  1.094
H -1.10451 1.04688 2.00868  -0.016
C 2.36076 -7.32459 0.28684  -0.898
O -0.18424 -5.16036 3.68506  -0.223
H 0.00081 -5.93149 -2.33152  0.281
H 5.11369 -3.78568 1.42560  0.364
H 0.45718 3.59081 -1.57452  0.208
H 1.80023 2.42974 -1.67869  -0.343
H -1.95249 1.24042 -7.38231  0.299
O 3.05741 -0.42194 -2.00373  -0.497
C 2.11540 -6.01292 -1.66462  -0.544
H 1.14640 4.55976 0.54293  -0.507
H 0.65422 -4.45210 -1.78926  -0.192
C 0.35932 -2.54698 -3.39814  0.302
H 1.39993 -2.33619 -3.08329  0.139
H 3.01012 -5.38849 -1.77635  0.162
H -3.13207 3.48044 3.76988  0.294
C -4.73264 0.36142 0.67518  -0.895
O 0.69186 2.96606 2.99167  -0.472
H -0.78000 -4.29566 -4.03558  0.296
H 3.41540 5.45653 -3.83034  0.281
C 4.04251 -3.87967 1.21125  -0.565
O -0.56796 -2.36225 -2.35077  -0.519
H 1.64197 0.86232 -4.35243  -0.019
H -0.48627 4.00121 1.14107  -0.605
H -2.37035 3.40180 2.19983  -0.445
H -2.01176 0.17793 0.84389  0.122
H 2.79074 -0.62775 3.03242  -0.167
C -1.07257 0.60019 1.01115  -0.435
H 4.20445 2.60642 3.20610  0.220
C -1.56394 1.94122 -6.65678  -0.988
H -4.04837 -0.08405 7.91109  0.363
C -4.17331 0.60765 7.06695  -1.039
C 0.90309 -5.34690 -2.31405  0.206
H -5.20143 0.59589 -3.18937  0.330
H 1.91485 -1.53789 0.41843  -0.765
N -4.39051 -0.18816 5.84454  -0.070
H -4.10534 -0.48384 0.97187  0.234
H -1.02489 -2.82846 2.67655  0.359
H 0.12005 5.71269 1.57922  0.392
H 0.59585 -3.76939 -5.06543  0.480
H 1.33488 -4.27089 1.73920  0.389
H 5.66084 -0.30969 -1.35568  0.368
H 0.21612 2.21542 -2.52003  0.050
H -2.05750 3.97530 -2.40121  0.080
N 1.00307 4.11910 2.63441  0.933
C 1.10084 -3.22953 1.50337  -1.062
H 0.18895 -3.11856 0.92752  0.402
O -3.95133 1.10247 3.32389  -0.744
O 1.00393 -2.45739 2.64147  -0.032
O 2.64245 1.01694 1.07643  -0.484
C 3.89518 3.35979 1.28726  -0.961
C -2.29188 4.97536 -2.61053  -0.547
O 1.76858 -6.19906 -0.33655  -0.128
C -4.56165 -2.26874 4.56965  -0.804
H -1.46948 -0.83010 -1.38163  0.297
H -3.25053 1.17128 6.96332  0.304
H 0.06020 -1.82221 -4.17428  0.164
N -4.56461 2.58411 -3.32324  0.929

Computed properties:
Orbital gap = 8.471 eV
Spin multiplicity = 1
M = 939.02 g mol⁻¹
LUMO level = -0.37 eV
Energy = -92331.6545 eV

Question: Among the records above, which one has the lowest M?
Answer: C3H10N2S